The following is a DFT calculation (ωB97M-V/def2-TZVPD) of a 2-piece molecular cluster, C6H12N2O overall at a distorted geometry.

Properties
Energy above the lowest of the compared OMol25 structures with the same formula, charge and spin: 239.5 kJ/mol
Charge: -1
HOMO energy (alpha / beta): 1.5 / -3.4 eV
⟨S²⟩: 0.76
Spin multiplicity: 2
Max |F|: 5.41 eV Å⁻¹
Orbital gap (alpha / beta): 2.3 / 7.2 eV

Each line ends with the Mulliken charge.
Cartesian coordinates (Å):
C  -1.305326  -2.066558  1.157320  -1.4362
C  -1.452529  0.423253  -1.780380  -0.7914
C  -1.417667  -0.836294  0.150830  0.7588
C  -1.366140  0.589317  0.495768  -1.2677
N  -1.445159  -0.869613  -1.246999  -0.7390
N  -1.355060  1.318522  -0.651435  -0.0099
H  -1.605825  0.624458  -2.799555  0.7096
H  -1.448039  2.318782  -0.721207  0.1905
H  -0.991722  0.998616  1.418983  0.5835
H  -1.218163  -1.667168  2.089975  0.3774
H  -0.520846  -2.646782  0.930579  0.3361
H  -2.132056  -2.674469  1.167060  0.4654
C  2.098033  0.991309  0.602938  -0.0988
C  3.004660  0.635964  -0.585547  -1.5459
O  1.933602  -0.260291  1.367971  -0.5555
H  2.335229  1.746934  1.333072  0.3686
H  1.193138  1.346359  0.354719  0.0989
H  3.207722  1.504862  -1.123128  0.6485
H  1.796015  -1.028875  0.737763  0.3007
H  2.390127  -0.065421  -1.194267  0.2012
H  3.760939  0.060721  -0.094298  0.4050

Cartesian forces (eV/Å) of the 3 atoms listed first:
-1.4 4.2 -3.2
0.6 -2.2 4.0
0.4 2.7 -1.6